(1)
Density functional theory data (the ωB97M-V functional and the def2-TZVPD basis) for a 2-piece molecular cluster, C21H25N2Si overall at a distorted geometry.

Calculated values
Total charge: +1
E in a.u.: -1214.01397
Frontier orbital gap in eV: 5.3
Energy above the lowest of the compared OMol25 structures with the same formula, charge and spin in eV: 0.000

Last column: natural (NBO) charge in e.
CARTESIAN COORDINATES (ANGSTROEM)
1 C 0.359 -1.488 -1.879  0.0808
2 C 1.594 -2.212 -1.937  -0.0846
3 C 2.839 -1.521 -1.954  -0.1238
4 C 4.046 -2.215 -2.010  -0.2222
5 C 4.064 -3.619 -2.042  -0.1148
6 C 2.849 -4.320 -2.031  -0.2095
7 C 1.638 -3.638 -1.981  -0.1480
8 C -0.881 -2.105 -2.010  -0.3350
9 C -2.121 -1.478 -1.964  0.0621
10 C -3.365 -2.189 -2.004  -0.0710
11 C -4.601 -1.482 -2.028  -0.1391
12 C -5.817 -2.160 -2.041  -0.2196
13 C -5.855 -3.564 -2.038  -0.1184
14 C -4.648 -4.280 -2.030  -0.2056
15 C -3.426 -3.614 -2.014  -0.1540
16 H 0.412 -0.403 -1.740  0.2470
17 H 2.818 -0.431 -1.926  0.2338
18 H 4.984 -1.664 -2.027  0.2383
19 H 5.011 -4.163 -2.071  0.2377
20 H 2.846 -5.410 -2.058  0.2345
21 H 0.705 -4.208 -1.963  0.2131
22 H -0.880 -3.184 -2.192  0.2097
23 H -2.163 -0.384 -1.912  0.2281
24 H -4.567 -0.392 -2.036  0.2267
25 H -6.749 -1.596 -2.053  0.2388
26 H -6.808 -4.095 -2.042  0.2385
27 H -4.662 -5.370 -2.035  0.2351
28 H -2.500 -4.195 -2.001  0.2147
29 C -0.289 5.258 2.390  -1.1368
30 Si 1.262 4.361 2.895  1.7934
31 C 2.771 5.045 2.047  -1.1367
32 C 1.464 4.295 4.743  -1.1416
33 N 1.076 2.638 2.298  -0.7049
34 C 0.905 2.240 0.972  0.1647
35 N 0.810 0.921 0.870  -0.5128
36 C 0.913 0.410 2.151  -0.1137
37 C 1.079 1.456 3.043  -0.0851
38 H -0.204 6.303 2.725  0.2489
39 H -0.443 5.268 1.301  0.2450
40 H -1.188 4.829 2.855  0.2519
41 H 2.907 6.086 2.377  0.2488
42 H 3.683 4.490 2.310  0.2527
43 H 2.681 5.050 0.951  0.2454
44 H 1.575 5.335 5.091  0.2547
45 H 0.593 3.865 5.260  0.2525
46 H 2.359 3.741 5.062  0.2529
47 H 0.864 2.985 0.185  0.1958
48 H 0.865 -0.645 2.378  0.2092
49 H 1.197 1.448 4.116  0.2225


(2)
Density functional theory data (the ωB97M-V functional and the def2-TZVPD basis) for C6H8Li2O6 as an isolated structure at a distorted geometry.

Calculated values
E in a.u.: -699.98288
Frontier orbital gap in eV: 6.3
Energy above the lowest of the compared OMol25 structures with the same formula, charge and spin in eV: 0.311

Last column: natural (NBO) charge in e.
CARTESIAN COORDINATES (ANGSTROEM)
1 O -1.619 0.933 2.697  -0.4662
2 C -0.501 0.458 2.180  1.0146
3 C -2.770 0.254 2.169  -0.1186
4 O 0.600 0.814 2.546  -0.7102
5 O -0.742 -0.421 1.230  -0.5533
6 C -2.295 -0.276 0.811  -0.0493
7 H -3.577 0.985 2.069  0.2174
8 H -3.038 -0.560 2.851  0.1914
9 H -2.527 0.477 0.050  0.2573
10 H -2.717 -1.271 0.634  0.2349
11 O 0.707 -0.645 -2.259  -0.6614
12 C -0.561 -0.010 -2.269  0.3218
13 C 1.864 0.166 -2.424  -0.0966
14 O -1.334 -0.702 -1.578  -0.8284
15 O 2.165 -0.182 -0.063  -1.1295
16 C 2.820 -0.174 -1.279  -0.0628
17 H 1.562 1.225 -2.377  0.1808
18 H 2.329 -0.031 -3.403  0.1714
19 H 3.664 0.544 -1.327  0.1378
20 H 3.259 -1.175 -1.480  0.1380
21 Li 0.525 -1.047 -0.259  0.8579
22 Li 2.186 0.637 1.483  0.9530


(3)
Density functional theory data (the ωB97M-V functional and the def2-TZVPD basis) for one molecule with the formula C25H28N4O4S.

Calculated values
E in a.u.: -1887.67871
Structure (SMILES): O=C(NCC(=O)N(Cc1ccco1)[C@@H](C(=O)NC1CCCCC1)c1cccnc1)c1cccs1
Frontier orbital gap in eV: 8.7
Energy above the lowest of the compared OMol25 structures with the same formula, charge and spin in eV: 0.449

Last column: natural (NBO) charge in e.
CARTESIAN COORDINATES (ANGSTROEM)
1 O -2.627 -2.576 -1.399  -0.6282
2 C -3.092 -2.219 -0.330  0.6603
3 N -2.332 -2.106 0.788  -0.6075
4 H -2.752 -1.799 1.651  0.4001
5 C -0.919 -2.380 0.789  -0.3227
6 H -0.679 -3.125 1.555  0.2297
7 H -0.669 -2.793 -0.193  0.2576
8 C -0.046 -1.162 1.091  0.6823
9 O 0.750 -1.202 2.019  -0.6572
10 N -0.183 -0.067 0.319  -0.4121
11 C -0.935 0.007 -0.912  -0.3108
12 C -2.268 0.666 -0.727  0.3444
13 C -2.988 0.982 0.387  -0.3466
14 C -4.182 1.590 -0.073  -0.3109
15 C -4.098 1.591 -1.429  0.0850
16 O -2.942 1.036 -1.831  -0.4145
17 H -4.762 1.946 -2.190  0.2054
18 H -4.983 1.968 0.528  0.2284
19 H -2.708 0.815 1.407  0.2246
20 H -0.352 0.580 -1.640  0.2435
21 H -1.080 -0.991 -1.337  0.2578
22 C 0.641 1.104 0.661  -0.1540
23 C -0.116 2.394 0.497  -0.0869
24 C -0.241 3.083 -0.708  0.0527
25 N -0.961 4.182 -0.845  -0.4152
26 C -1.592 4.664 0.210  0.0437
27 C -1.509 4.088 1.468  -0.2614
28 C -0.756 2.937 1.608  -0.1510
29 H -0.667 2.454 2.573  0.2112
30 H -2.019 4.525 2.313  0.2185
31 H -2.180 5.556 0.037  0.1918
32 H 0.277 2.757 -1.598  0.2259
33 C 1.942 0.966 -0.159  0.6868
34 O 2.116 1.476 -1.246  -0.6378
35 N 2.828 0.166 0.454  -0.6145
36 H 2.545 -0.319 1.298  0.4243
37 C 4.066 -0.268 -0.163  -0.0607
38 C 3.970 -1.740 -0.574  -0.4029
39 C 5.279 -2.202 -1.205  -0.3969
40 C 6.443 -1.993 -0.241  -0.3962
41 C 6.538 -0.526 0.165  -0.3962
42 C 5.232 -0.062 0.803  -0.3992
43 H 5.298 0.993 1.075  0.2154
44 H 5.045 -0.637 1.714  0.1925
45 H 7.361 -0.385 0.868  0.2094
46 H 6.744 0.082 -0.719  0.1971
47 H 7.376 -2.310 -0.711  0.2085
48 H 6.291 -2.607 0.650  0.1927
49 H 5.204 -3.257 -1.477  0.2095
50 H 5.459 -1.632 -2.119  0.1976
51 H 3.146 -1.867 -1.279  0.2131
52 H 3.753 -2.342 0.312  0.1951
53 H 4.201 0.355 -1.052  0.2270
54 H 0.893 0.988 1.722  0.2491
55 C -4.503 -1.854 -0.181  -0.3133
56 C -5.390 -1.706 -1.212  -0.1850
57 C -6.669 -1.303 -0.786  -0.2576
58 C -6.744 -1.151 0.563  -0.3861
59 S -5.256 -1.493 1.340  0.4273
60 H -7.589 -0.860 1.156  0.2393
61 H -7.497 -1.134 -1.450  0.2301
62 H -5.111 -1.882 -2.235  0.2474


(4)
Density functional theory data (the ωB97M-V functional and the def2-TZVPD basis) for C8H26NNaO8 as an isolated structure at a distorted geometry.

Calculated values
E in a.u.: -1139.11668
Frontier orbital gap in eV: 4.4
Energy above the lowest of the compared OMol25 structures with the same formula, charge and spin in eV: 4.605

Last column: natural (NBO) charge in e.
CARTESIAN COORDINATES (ANGSTROEM)
1 Na 0.199 -0.114 -0.107  0.9831
2 N -1.335 -4.796 2.417  0.7147
3 O -0.564 -3.851 2.310  -0.5977
4 O -2.331 -4.926 1.690  -0.5627
5 O -1.068 -5.647 3.282  -0.5478
6 C -5.746 0.162 -2.323  -0.6290
7 C -5.227 -0.722 -1.169  -0.0610
8 O -3.907 -1.005 -1.426  -0.7442
9 H -5.474 -0.205 -3.312  0.2144
10 H -5.296 1.152 -2.250  0.1971
11 H -6.829 0.267 -2.392  0.2128
12 H -5.816 -1.631 -1.285  0.1627
13 H -5.280 -0.308 -0.162  0.1644
14 H -3.707 -1.884 -1.097  0.4844
15 C 1.473 4.030 3.668  -0.6325
16 C 0.137 3.454 4.083  -0.0662
17 O -0.111 2.242 3.430  -0.7338
18 H 1.579 4.065 2.584  0.2071
19 H 2.309 3.434 4.033  0.2020
20 H 1.513 5.089 3.923  0.2142
21 H -0.611 4.133 3.677  0.1670
22 H -0.021 3.422 5.161  0.1712
23 H 0.184 1.511 3.978  0.4724
24 C 1.941 -5.039 -2.609  -0.6389
25 C 2.321 -3.532 -2.757  -0.0596
26 O 1.106 -2.890 -3.021  -0.7426
27 H 1.492 -5.535 -3.469  0.2017
28 H 1.249 -5.181 -1.778  0.2315
29 H 2.869 -5.573 -2.405  0.2066
30 H 3.127 -3.320 -3.459  0.1610
31 H 2.605 -3.205 -1.757  0.1705
32 H 0.700 -3.235 -3.820  0.4712
33 C -0.483 4.559 -1.951  -0.2533
34 O 0.463 3.539 -1.863  -0.7279
35 H -0.007 5.539 -1.972  0.1663
36 H -1.164 4.461 -2.796  0.1665
37 H -1.138 4.569 -1.080  0.1818
38 H 0.943 3.581 -2.693  0.4695
39 C 5.224 0.807 1.284  -0.2475
40 O 4.086 0.020 1.500  -0.7393
41 H 5.914 0.149 0.756  0.1727
42 H 4.879 1.601 0.623  0.1734
43 H 5.582 1.241 2.217  0.1725
44 H 4.221 -0.430 2.337  0.4713


(5)
Density functional theory data (the ωB97M-V functional and the def2-TZVPD basis) for one molecule with the formula C16H14Cl3NO2S.

Calculated values
E in a.u.: -2602.13597
Structure (SMILES): O=C(COc1ccc(Cl)cc1Cl)NCCSc1ccc(Cl)cc1
Frontier orbital gap in eV: 9.0
Energy above the lowest of the compared OMol25 structures with the same formula, charge and spin in eV: 0.000

Last column: natural (NBO) charge in e.
CARTESIAN COORDINATES (ANGSTROEM)
1 O 0.597 2.481 3.063  -0.6206
2 C -0.186 2.289 2.159  0.6476
3 N -0.820 1.126 1.936  -0.6327
4 H -1.441 1.035 1.141  0.4182
5 C -0.505 -0.094 2.636  -0.2395
6 C -1.694 -1.040 2.600  -0.5222
7 H -2.551 -0.605 3.114  0.2396
8 H -1.457 -1.999 3.056  0.2254
9 S -2.306 -1.306 0.895  0.2399
10 C -0.930 -2.010 0.031  -0.1969
11 C 0.082 -2.729 0.650  -0.2345
12 C 1.115 -3.256 -0.103  -0.2069
13 C 1.122 -3.086 -1.478  -0.0524
14 C 0.098 -2.393 -2.108  -0.2334
15 C -0.919 -1.849 -1.352  -0.1591
16 H -1.720 -1.303 -1.826  0.2210
17 H 0.103 -2.280 -3.180  0.2331
18 Cl 2.411 -3.748 -2.415  0.0148
19 H 1.907 -3.809 0.377  0.2289
20 H 0.073 -2.900 1.715  0.2171
21 H 0.371 -0.569 2.172  0.2017
22 H -0.248 0.162 3.668  0.2332
23 C -0.559 3.380 1.146  -0.1643
24 O -0.969 2.867 -0.102  -0.4984
25 C -0.074 2.151 -0.837  0.3411
26 C 1.245 1.897 -0.479  -0.2985
27 C 2.068 1.141 -1.297  -0.2027
28 C 1.581 0.637 -2.490  -0.0565
29 C 0.269 0.876 -2.872  -0.2343
30 C -0.549 1.619 -2.044  -0.1030
31 Cl -2.192 1.896 -2.481  0.0296
32 H -0.116 0.488 -3.800  0.2419
33 Cl 2.601 -0.306 -3.509  0.0200
34 H 3.087 0.949 -1.003  0.2336
35 H 1.645 2.280 0.446  0.2384
36 H -1.421 3.936 1.524  0.2251
37 H 0.284 4.073 1.046  0.2056


(6)
Density functional theory data (the ωB97M-V functional and the def2-TZVPD basis) for C23H24BN9S2Zr as an isolated structure at a distorted geometry.

Calculated values
Total charge: +3
<S²>: 0.78
E in a.u.: -2251.15854
Spin multiplicity: 2
Frontier orbital gap (spin up / spin down) in eV: 6.1 / 3.5
Energy above the lowest of the compared OMol25 structures with the same formula, charge and spin in eV: 0.000

Last column: natural (NBO) charge in e.
CARTESIAN COORDINATES (ANGSTROEM)
1 Zr -1.198 -0.282 -0.990  2.3878
2 C -2.997 2.522 -2.746  -0.6649
3 C -1.905 2.817 -1.775  0.2475
4 C -1.351 4.032 -1.461  -0.2959
5 C -0.386 3.771 -0.492  0.1169
6 N -0.356 2.470 -0.226  -0.3252
7 N -1.293 1.838 -1.031  -0.5829
8 B 0.631 1.693 0.727  0.9318
9 N -0.252 0.724 1.632  -0.3073
10 C -0.267 0.594 2.947  0.1223
11 C -1.205 -0.378 3.316  -0.2893
12 C -1.751 -0.837 2.148  0.2337
13 C -2.802 -1.871 1.932  -0.6615
14 N -1.163 -0.166 1.100  -0.5693
15 N 1.515 0.771 -0.203  -0.3135
16 C 2.826 0.622 -0.343  0.1267
17 C 3.092 -0.234 -1.418  -0.3020
18 C 1.873 -0.592 -1.926  0.2359
19 C 1.541 -1.416 -3.125  -0.6661
20 N 0.886 0.002 -1.178  -0.5908
21 N 1.377 2.623 1.583  -0.4563
22 C 0.859 3.565 2.434  -0.0598
23 C 1.901 4.167 3.070  -0.2927
24 C 3.063 3.532 2.562  0.2007
25 C 4.492 3.812 2.925  -0.6521
26 N 2.753 2.615 1.674  -0.3172
27 H -3.243 3.421 -3.305  0.2820
28 H -3.907 2.203 -2.234  0.2471
29 H -2.706 1.764 -3.475  0.2308
30 H -1.609 4.992 -1.875  0.2799
31 H 0.284 4.445 0.021  0.2724
32 H 0.386 1.199 3.559  0.2766
33 H -1.451 -0.692 4.317  0.2804
34 H -3.270 -2.128 2.880  0.2847
35 H -2.375 -2.790 1.523  0.2263
36 H -3.593 -1.512 1.270  0.2367
37 H 3.481 1.164 0.326  0.3100
38 H 4.063 -0.519 -1.787  0.2778
39 H 2.436 -1.897 -3.513  0.2814
40 H 1.138 -0.790 -3.923  0.2583
41 H 0.821 -2.208 -2.901  0.2107
42 H -0.206 3.731 2.519  0.2302
43 H 1.856 4.955 3.802  0.2612
44 H 4.547 4.570 3.703  0.2441
45 H 5.045 4.174 2.061  0.2462
46 H 4.980 2.912 3.296  0.2427
47 S -3.536 -0.897 -2.000  0.1273
48 C -2.808 -2.384 -1.765  -0.1502
49 N -1.516 -2.430 -1.302  -0.7352
50 C -1.069 -3.698 -1.175  0.3398
51 C 0.207 -4.096 -0.721  -0.2695
52 C 0.463 -5.431 -0.673  -0.0901
53 C -0.526 -6.405 -1.067  -0.0101
54 C -1.787 -6.041 -1.509  -0.2289
55 C -2.060 -4.688 -1.561  -0.1668
56 S -3.518 -3.922 -2.059  0.6672
57 H 0.947 -3.364 -0.425  0.2573
58 H 1.427 -5.788 -0.333  0.2693
59 H -0.268 -7.456 -1.012  0.2712
60 H -2.516 -6.786 -1.799  0.2833


(7)
Density functional theory data (the ωB97M-V functional and the def2-TZVPD basis) for one molecule with the formula C4H8O2.

Calculated values
E in a.u.: -307.63173
Structure (SMILES): CO/C(C)=C/O
Frontier orbital gap in eV: 9.2
Energy above the lowest of the compared OMol25 structures with the same formula, charge and spin in eV: 2.196

Last column: natural (NBO) charge in e.
CARTESIAN COORDINATES (ANGSTROEM)
1 C 1.189 -1.026 -1.328  -0.2457
2 C 0.585 0.448 0.909  0.0028
3 O 0.432 1.588 1.673  -0.7071
4 C -0.388 -0.085 0.167  0.2623
5 O -0.107 -1.084 -0.735  -0.5149
6 C -1.837 0.282 0.327  -0.6686
7 H 1.341 -1.970 -1.849  0.1946
8 H 2.004 -0.915 -0.608  0.1724
9 H 1.254 -0.187 -2.034  0.1767
10 H 1.552 -0.034 0.999  0.1675
11 H 0.324 2.309 1.040  0.4783
12 H -2.415 -0.611 0.596  0.2299
13 H -2.301 0.722 -0.562  0.2181
14 H -1.921 0.987 1.159  0.2335


(8)
Density functional theory data (the ωB97M-V functional and the def2-TZVPD basis) for C18H16BCaN8O5 as an isolated structure at a distorted geometry.

Calculated values
Total charge: -1
E in a.u.: -2212.42923
Frontier orbital gap in eV: 8.9

Last column: Mulliken charge in e.
CARTESIAN COORDINATES (ANGSTROEM)
1 Ca 0.095 -0.251 -0.561  2.4923
2 O -2.000 3.284 0.515  -0.6981
3 C -1.225 2.385 0.231  -0.1243
4 N -1.188 1.091 0.643  -0.1192
5 C -2.187 0.562 1.392  0.0069
6 O -3.218 1.076 1.798  -0.7338
7 C -1.927 -0.899 1.737  0.3232
8 C -2.819 -1.556 2.579  -0.7499
9 C -2.599 -2.888 2.878  -0.2212
10 C -1.495 -3.524 2.325  -0.8667
11 C -0.660 -2.793 1.497  -0.2827
12 N -0.866 -1.511 1.213  0.2262
13 C -0.086 2.694 -0.726  0.7435
14 C -0.250 3.704 -1.666  -0.7786
15 C 0.783 3.965 -2.547  -0.2912
16 C 1.962 3.240 -2.430  -0.8202
17 C 2.037 2.258 -1.458  -0.1661
18 N 1.033 1.974 -0.631  -0.1116
19 H -3.660 -1.002 2.971  0.4979
20 H -3.279 -3.427 3.525  0.4118
21 H -1.288 -4.566 2.528  0.4027
22 H 0.213 -3.245 1.035  0.3444
23 H -1.184 4.246 -1.685  0.4566
24 H 0.674 4.718 -3.318  0.4021
25 H 2.800 3.421 -3.090  0.4026
26 H 2.939 1.668 -1.332  0.4566
27 B 2.673 -2.634 -0.914  0.1598
28 N 2.774 -1.817 0.407  -0.3183
29 C 3.594 -2.030 1.446  -0.2340
30 C 3.288 -1.112 2.437  -1.0847
31 C 2.241 -0.362 1.893  -0.5303
32 N 1.941 -0.801 0.671  0.1876
33 N 2.645 -1.628 -2.089  -0.3311
34 C 3.574 -1.432 -3.036  -0.1409
35 C 3.090 -0.495 -3.933  -1.2566
36 C 1.824 -0.168 -3.434  -0.3801
37 N 1.569 -0.855 -2.322  0.2686
38 H 3.651 -3.332 -1.006  -0.1925
39 H 1.640 -3.263 -0.920  -0.1489
40 H 4.340 -2.807 1.412  0.4108
41 H 3.753 -1.008 3.403  0.3917
42 H 1.693 0.466 2.317  0.4648
43 H 4.508 -1.969 -3.025  0.4338
44 H 3.574 -0.113 -4.816  0.3965
45 H 1.090 0.511 -3.836  0.6008
46 O -1.479 -1.054 -3.707  -0.7151
47 N -1.230 -0.691 -2.559  1.0861
48 O -1.273 -1.501 -1.596  -0.7479
49 O -0.930 0.505 -2.305  -0.5235